The following is a quantum chemistry calculation of a 2-piece molecular cluster, C6H7O2S2 overall, from the OMol25 dataset.

```
! wB97M-V def2-TZVPD RIJCOSX def2/J DEFGRID3
* xyz -1 1
C -1.342 -0.902 -0.972
C -2.643 -1.007 -0.552
C -1.003 -0.302 1.203
C -0.418 -0.460 -0.023
C 1.821 0.281 0.999
C 0.922 0.004 -0.184
O 2.245 1.999 -1.227
O 1.628 -0.454 -1.359
S -2.711 -0.671 1.082
S 1.060 1.202 -1.489
H -0.951 -1.453 -1.801
H -3.536 -1.352 -1.032
H -0.760 -0.100 2.201
H 2.750 0.719 0.500
H 2.207 -0.621 1.598
H 1.144 1.003 1.709
H -0.411 2.114 -0.651
*
```

Computed properties:
* HOMO energy: -2.50 eV
* gap between HOMO and LUMO: 0.20078 hartree
* relative energy (zero: lowest compared OMol25 entry of this formula, charge and spin): 80.8 kcal/mol

The following is a quantum chemistry calculation of an isolated ion of composition C6H7O3SSi and charge -1, from the OMol25 dataset.

```
! wB97M-V def2-TZVPD RIJCOSX def2/J DEFGRID3
* xyz -1 1
C -3.108 0.508 0.235
C -2.177 1.482 0.535
C -2.630 -0.672 -0.236
C -0.797 1.252 0.285
C -1.237 -0.961 -0.464
C -0.305 0.059 -0.295
O 3.883 -1.315 0.533
O 4.986 0.114 -1.173
O 2.712 0.693 -0.063
Si 1.879 -0.634 0.032
S 4.407 0.022 0.128
H -4.156 0.678 0.134
H -2.352 2.593 0.875
H -3.234 -1.441 -0.579
H -0.182 2.142 0.471
H -0.981 -1.966 -0.644
H 1.714 -1.671 -1.206
H 1.578 -0.884 1.431
*
```

Computed properties:
* HOMO energy: -5.09 eV
* gap between HOMO and LUMO: 0.31812 hartree
* relative energy (zero: lowest compared OMol25 entry of this formula, charge and spin): 29.1 kcal/mol

The following is a quantum chemistry calculation of C6H7O6Y as an isolated structure, from the OMol25 dataset.

```
! wB97M-V def2-TZVPD RIJCOSX def2/J DEFGRID3
* xyz 1 2
O -0.676 1.002 1.019
O 0.819 1.896 -0.488
C 2.064 1.774 0.177
C 2.322 0.274 0.111
O 1.011 -0.277 0.195
C 0.002 0.830 -0.103
H 2.809 2.370 -0.361
H 1.989 2.131 1.215
H 2.938 -0.098 0.937
H 2.775 -0.013 -0.849
Y -0.302 -0.862 1.913
O -1.644 -2.207 2.102
O -1.875 -1.383 0.127
C -1.704 -0.799 -1.067
C -0.833 0.373 -1.312
O -3.482 -2.729 0.865
C -2.386 -2.265 1.072
H -2.245 -1.412 -1.784
H -0.133 0.170 -2.139
H -1.450 1.226 -1.627
*
```

Computed properties:
* HOMO energy (spin up / spin down): -11.21 / -14.40 eV
* gap between HOMO and LUMO (spin up / spin down): 0.21325 / 0.32994 hartree

The following is a quantum chemistry calculation of a 2-piece molecular cluster, C6H7PS overall, from the OMol25 dataset.

```
! wB97M-V def2-TZVPD RIJCOSX def2/J DEFGRID3
* xyz 0 1
C 0.580 0.975 0.187
C 0.448 0.135 1.372
C -0.556 1.059 -0.594
C -0.849 -0.229 1.535
C -0.337 -3.120 2.322
C -1.066 2.232 -1.423
P -1.305 -3.751 3.366
S -1.847 0.320 0.352
H 1.594 1.281 -0.253
H 1.164 0.078 2.162
H -1.309 -0.598 2.716
H 0.204 -3.751 1.690
H -0.416 2.311 -2.394
H -2.107 2.274 -1.733
H -0.854 3.269 -1.020
*
```

Computed properties:
* SMILES string: Cc1cccs1.C#P
* HOMO energy: -8.44 eV
* gap between HOMO and LUMO: 0.29095 hartree
* relative energy (zero: lowest compared OMol25 entry of this formula, charge and spin): 103.9 kcal/mol

The following is a quantum chemistry calculation of one molecule with the formula C6H8, from the OMol25 dataset.

```
! wB97M-V def2-TZVPD RIJCOSX def2/J DEFGRID3
* xyz 0 1
C 0.707 -1.330 -0.733
C 0.330 0.130 -0.939
C -0.742 1.080 -0.424
C -1.196 0.454 0.873
C -0.214 -0.317 1.336
C 0.934 -0.332 0.362
H 0.032 -2.156 -0.517
H 1.544 -1.617 -1.368
H 1.010 0.586 -1.653
H -1.496 1.485 -1.098
H -0.082 1.913 -0.112
H -2.134 0.694 1.365
H -0.203 -0.883 2.264
H 1.796 0.267 0.635
*
```

Computed properties:
* SMILES string: C1=C[C@H]2C[C@H]2C1
* HOMO energy: -9.14 eV
* gap between HOMO and LUMO: 0.38053 hartree
* relative energy (zero: lowest compared OMol25 entry of this formula, charge and spin): 35.6 kcal/mol

The following is a quantum chemistry calculation of a 2-piece molecular cluster, C6H8 overall, from the OMol25 dataset.

```
! wB97M-V def2-TZVPD RIJCOSX def2/J DEFGRID3
* xyz 0 1
C 1.543 -2.469 0.466
C 2.571 -3.019 0.581
C 0.594 -0.093 0.754
C 0.415 0.888 1.729
C 0.176 -1.058 -1.401
C -0.212 -0.048 -0.370
H 1.324 1.457 1.614
H 0.502 0.335 2.652
H -0.440 1.520 1.746
H 0.799 -0.557 -2.085
H -0.664 -1.545 -1.793
H 0.840 -1.750 -0.824
H -1.312 -0.009 -0.095
H -0.014 0.926 -0.769
*
```

Computed properties:
* HOMO energy (spin up / spin down): -8.59 / -8.95 eV
* gap between HOMO and LUMO (spin up / spin down): 0.25718 / 0.28047 hartree
* relative energy (zero: lowest compared OMol25 entry of this formula, charge and spin): 262.9 kcal/mol

The following is a quantum chemistry calculation of one molecule with the formula C6H8, from the OMol25 dataset.

```
! wB97M-V def2-TZVPD RIJCOSX def2/J DEFGRID3
* xyz 0 1
C 0.679 -1.200 -0.729
C 0.722 0.293 -0.662
C -0.616 1.032 -0.616
C -1.254 0.517 0.640
C -0.424 -0.224 1.374
C 0.844 -0.528 0.617
H -0.276 -1.682 -0.929
H 1.544 -1.703 -1.158
H 1.588 0.808 -1.069
H -1.247 0.854 -1.490
H -0.471 2.119 -0.521
H -2.240 0.778 0.999
H -0.641 -0.408 2.406
H 1.791 -0.655 1.140
*
```

Computed properties:
* SMILES string: C1=C[C@H]2C[C@H]2C1
* HOMO energy: -8.75 eV
* gap between HOMO and LUMO: 0.36743 hartree
* relative energy (zero: lowest compared OMol25 entry of this formula, charge and spin): 12.8 kcal/mol

The following is a quantum chemistry calculation of one molecule with the formula C6H8, from the OMol25 dataset.

```
! wB97M-V def2-TZVPD RIJCOSX def2/J DEFGRID3
* xyz 0 1
C 1.555 -1.297 -0.486
C 0.232 -0.099 1.335
C -0.841 0.812 1.311
C 0.899 -0.093 0.114
C -1.821 1.085 -1.101
C -1.126 1.027 0.008
H 0.324 -0.893 2.071
H -1.372 1.224 2.162
H 1.237 0.862 -0.275
H 1.254 -1.387 -1.536
H 1.242 -2.215 0.017
H 2.646 -1.228 -0.464
H -1.323 1.165 -2.061
H -2.905 1.039 -1.094
*
```

Computed properties:
* SMILES string: C=C=C/C=C/C
* HOMO energy: -8.26 eV
* gap between HOMO and LUMO: 0.34356 hartree
* relative energy (zero: lowest compared OMol25 entry of this formula, charge and spin): 67.3 kcal/mol